Density functional theory data (ωB97M-V/def2-TZVPD) for 2 unconnected molecules or ions with the total composition C14H10BCl2N3O3 at a distorted geometry.

The geometry in ORCA input format:
```
! RIJCOSX wB97M-V def2-TZVPD def2/J DEFGRID3
* xyz 0 1
N -0.90279 -2.95963 2.89433
C 0.02077 -2.27025 3.05693
C 1.17643 -1.36402 2.97733
C 0.82934 0.01929 3.33821
C -0.47313 0.54888 3.31337
N -1.54362 1.03062 3.35798
C 1.90415 1.00176 3.23858
O 1.69411 2.21118 3.27846
C 3.28425 0.40609 3.09827
Cl 4.49791 1.45408 2.54093
C 3.53909 -0.90348 3.39275
Cl 5.04383 -1.66728 3.22168
C 2.40319 -1.77039 3.81307
O 2.41133 -2.64291 4.65792
C -1.31355 3.66622 -2.99769
O -1.69224 2.51194 -3.78860
C -1.48944 1.26591 -3.29913
C -1.88257 0.15296 -4.08116
C -1.80389 -1.10981 -3.56970
N -1.38386 -1.35386 -2.29379
B -1.42606 -2.73172 -1.80705
H 1.55676 -1.35622 1.96894
C -1.04310 -0.28943 -1.50936
C -1.01651 0.99604 -1.99642
H -1.55705 4.49897 -3.65799
H -1.88647 3.72561 -2.06168
H -0.24265 3.66008 -2.75150
H -2.23134 0.29236 -5.09786
H -2.12230 -1.97842 -4.13972
H -2.28692 -2.89608 -1.01863
H -0.60278 -3.46019 -2.24526
H -0.82152 -0.49420 -0.46252
H -0.63937 1.80592 -1.37067
*
```

The value obtained for the energy is -51009.211 eV. For the HOMO-LUMO gap, the calculation gives 0.1421 Ha. The HOMO energy comes out at -6.44 eV.

Charge distribution, natural (NBO) scheme, values in e:
1 N -0.35
2 C 0.34
3 C -0.42
4 C -0.45
5 C 0.30
6 N -0.44
7 C 0.45
8 O -0.62
9 C -0.08
10 Cl 0.07
11 C -0.20
12 Cl 0.06
13 C 0.59
14 O -0.49
15 C -0.27
16 O -0.45
17 C 0.43
18 C -0.27
19 C 0.08
20 N -0.58
21 B 0.67
22 H 0.22
23 C 0.13
24 C -0.31
25 H 0.23
26 H 0.21
27 H 0.20
28 H 0.26
29 H 0.24
30 H -0.04
31 H -0.05
32 H 0.26
33 H 0.27